30
Properties=species:S:1:pos:R:3:nbo_charge:R:1 method="wB97M-V/def2-TZVPD" homo_energy_ev=-7.7 de_lowest_kj_mol=1049.5 lumo_ha=-0.013 gap_ev=7.38
H 0.36 -0.80 -0.35 0.48
H -1.12 -1.07 -0.39 0.46
H 1.93 2.56 2.47 0.48
H 1.19 3.13 1.21 0.47
H -1.92 -4.74 0.24 0.47
H -1.43 -3.29 0.18 0.46
H -0.63 3.37 3.51 0.47
H -1.38 2.40 2.52 0.47
H -0.67 0.66 -1.88 0.47
H -1.64 -0.29 -2.58 0.41
H 4.00 0.34 -2.71 0.46
H 5.48 0.35 -2.48 0.46
H 2.42 -0.50 2.60 0.47
H 3.82 -0.42 2.26 0.46
H -0.39 -1.25 1.93 0.47
H -0.60 -0.59 3.16 0.45
H -2.42 2.23 -0.71 0.42
H -2.18 0.61 -0.86 0.48
H -2.30 -1.38 -3.95 0.46
H -2.68 -2.87 -4.02 0.47
O -0.40 -0.70 0.13 -0.92
O 1.81 3.33 1.94 -0.95
O -1.11 -4.19 -0.05 -0.93
O -1.47 2.98 3.37 -0.95
O -1.55 0.64 -2.34 -0.87
O 4.67 0.57 -2.01 -0.93
O 3.09 0.07 2.18 -0.92
O -0.46 -0.39 2.20 -0.92
O -2.48 1.48 -1.35 -0.91
O -1.95 -2.27 -4.20 -0.93